1.
93
Properties=species:S:1:pos:R:3:forces:R:3 method="wB97M-V/def2-TZVPD" homo_lumo_gap_ev="7.8 / 8.1" spin_multiplicity=3 relative_energy_kj_mol=0.0 s_squared=2.003 total_charge=0
Pt 2.09245 -0.47794 0.09465 0.1 -0.5 -0.2
C 1.15720 2.34270 0.47831 0.8 -2.1 -2.1
O 2.45162 1.84610 0.97630 -1.4 1.4 1.1
O 0.72198 1.21560 -0.23601 -0.4 1.5 1.5
C 0.16872 3.04808 1.54266 1.6 -3.3 -0.6
F -0.46339 2.08554 2.24652 -0.6 -0.1 0.1
F 0.85843 3.74059 2.39982 1.2 1.2 1.5
F -0.72163 3.86430 1.05952 -1.1 0.6 -1.4
C 3.34412 2.73739 1.58084 1.8 -0.1 0.7
C 4.68160 2.02153 1.83444 0.1 0.3 -0.4
H 5.37446 2.73226 2.28489 -0.1 0.1 0.4
H 4.66562 1.09346 2.40588 -0.3 0.3 0.0
H 5.16434 1.83447 0.87524 -0.2 -0.4 -0.2
H 2.99747 3.17737 2.51590 -0.3 -0.2 0.0
H 3.66306 3.56183 0.94313 -0.6 0.3 -0.5
H 1.43754 3.10921 -0.24417 -0.2 0.8 0.0
C 3.75305 -2.11163 1.82694 -1.0 -1.2 -2.8
O 2.89131 -1.05830 2.20992 1.1 1.0 2.1
O 3.50557 -2.21318 0.44329 1.2 0.6 1.7
C 5.25366 -1.94201 2.36209 -1.5 1.9 -0.6
F 5.23396 -1.71067 3.64423 -1.0 -0.5 3.3
F 6.06844 -2.97045 2.22551 0.2 -0.4 -1.3
F 5.80409 -0.76993 1.96688 0.7 -0.4 -2.0
C 2.29984 -1.11006 3.50108 -1.1 -0.9 0.8
C 1.68077 0.21243 3.92134 1.2 -0.8 -0.2
H 0.78929 0.31327 3.30229 0.1 0.7 0.4
H 1.50772 0.11884 4.99343 -0.6 0.2 -0.1
H 2.43338 0.99127 3.79851 -0.4 0.3 -0.2
H 2.85373 -1.62970 4.28292 1.3 0.8 -0.2
H 1.47005 -1.81594 3.53684 -0.6 -0.3 -1.0
H 3.37233 -2.99915 2.33236 0.2 -0.5 0.3
C -3.70246 2.93434 1.42385 1.2 -1.1 -0.7
C -3.38372 1.43876 1.02014 0.5 2.2 1.1
O -4.46260 0.79149 0.36237 0.0 -0.2 -0.1
P -4.64156 0.98208 -1.20201 -1.1 0.9 -0.6
O -3.47249 0.64915 -2.04079 -0.9 0.7 0.7
O -5.28589 2.51796 -1.37119 1.3 -2.5 -0.5
C -6.57074 2.73423 -0.80801 -1.3 0.4 1.3
C -7.12676 4.08937 -1.24094 0.6 -0.4 -0.9
O -5.92853 0.04980 -1.43531 0.4 0.8 0.8
C -5.82575 -1.36605 -1.29137 0.0 -1.0 -1.9
C -7.13695 -1.98042 -1.77294 -0.5 -0.4 -0.4
H -4.56446 3.07387 2.07620 0.0 -0.1 -0.2
H -2.78440 3.28028 1.89882 -0.3 -0.1 0.6
H -3.69467 3.56105 0.53205 -0.7 0.0 -0.1
H -2.47484 1.45466 0.41865 -0.1 -0.1 -0.4
H -3.09903 0.90754 1.92836 -0.5 -0.4 -0.1
H -7.25536 1.92552 -1.06375 0.0 0.1 -0.3
H -6.51888 2.70042 0.28023 0.3 0.0 0.2
H -8.07247 4.40690 -0.80172 0.1 -0.5 0.3
H -6.38761 4.87219 -1.07077 0.0 0.0 0.0
H -7.28899 3.97848 -2.31308 0.0 0.5 -0.1
H -5.06836 -1.65396 -2.02045 0.2 -0.3 0.0
H -5.48190 -1.80321 -0.35395 -0.3 0.9 0.6
H -8.03830 -1.43392 -1.49542 0.2 0.2 0.4
H -7.20208 -2.06468 -2.85773 0.3 0.4 -0.1
H -7.28378 -3.01798 -1.47292 0.3 0.0 0.5
C 6.27015 -0.47489 -1.50702 -0.7 0.6 1.7
O 5.75539 0.68550 -2.21223 0.3 -0.2 -1.2
C 4.44984 0.95472 -2.14583 -0.4 -0.9 0.9
O 3.66896 0.41044 -1.38462 0.9 0.6 -0.9
O 4.14587 1.88474 -3.03265 0.4 0.7 -0.4
C 2.78622 2.26812 -3.30252 -0.6 -0.5 0.1
H 6.23335 -0.14527 -0.46870 -0.1 -0.6 0.2
H 7.32007 -0.70057 -1.69368 -0.2 0.6 -0.9
H 5.66058 -1.37238 -1.61207 -0.2 0.3 -0.2
H 2.66456 3.34154 -3.44771 0.7 0.0 0.2
H 2.09478 1.95495 -2.52026 0.2 -0.2 0.2
H 2.49259 1.80356 -4.24383 0.1 -0.2 0.0
C -0.87578 -0.41906 -3.16914 0.2 0.3 -0.7
O 0.01952 -1.43321 -3.75161 1.2 0.1 2.2
C 1.09977 -1.78590 -2.96329 -0.5 1.1 1.0
O 1.47841 -1.35016 -1.86352 -1.7 -0.6 -3.0
O 1.73807 -2.74782 -3.57045 -0.1 -0.1 -0.4
C 2.94197 -3.26455 -2.97974 0.5 0.0 -0.9
H -1.83039 -0.47305 -3.69250 0.1 -0.6 0.2
H -0.52131 0.57451 -3.44351 0.4 0.0 0.4
H -0.98463 -0.51152 -2.08854 0.1 -0.1 -0.2
H 3.16928 -4.02144 -3.73045 0.1 -0.6 0.7
H 2.84957 -3.57683 -1.93953 -0.3 -0.1 -0.2
H 3.77613 -2.56798 -3.06375 -0.3 0.5 0.2
C 0.20575 -5.23801 1.65940 -2.1 -2.0 -0.6
O 0.64634 -4.00681 1.28074 0.8 4.5 0.0
C -0.11097 -2.90642 1.05105 -0.2 1.4 0.3
O 0.38534 -1.79428 0.78891 -2.1 -3.4 0.8
O -1.48839 -3.10180 1.20179 2.5 -0.4 0.3
C -2.33951 -2.07437 0.68508 0.2 0.6 -0.9
H 1.02041 -5.89227 1.96983 0.2 0.4 -0.4
H -0.27083 -5.56421 0.73497 -0.2 -1.2 0.3
H -0.54322 -5.28080 2.45017 0.0 0.5 0.1
H -2.06124 -1.05488 0.95213 0.4 -0.2 0.2
H -3.36755 -2.22240 1.01573 0.3 -0.5 0.0
H -2.23731 -2.16236 -0.39655 -0.5 0.3 -0.1


2.
21
Properties=species:S:1:pos:R:3:forces:R:3 method="wB97M-V/def2-TZVPD" homo_lumo_gap_ev="8.4 / 4.9" spin_multiplicity=2 relative_energy_kj_mol=196.9 s_squared=0.769 total_charge=+1
C 1.48378 -1.12959 1.05545 0.4 -0.8 -1.8
C 0.13658 -0.53681 1.41027 0.4 0.1 0.7
C -0.70571 -0.27038 0.10233 0.3 -1.5 -1.2
C -0.45760 0.96341 -0.66535 0.0 -0.6 0.3
C -1.17062 2.09780 -0.32384 0.6 1.3 0.5
C 0.21332 0.30971 -2.91765 0.8 -1.4 -0.6
C 0.43987 1.01729 -1.80993 -1.0 1.2 0.8
N -0.60796 -1.49706 2.21502 -0.6 0.6 -0.6
H 1.30899 -1.95282 0.34928 -0.2 -0.1 0.2
H 2.14007 -1.60981 1.78177 -0.5 0.6 0.7
H 2.10516 -0.46976 0.45154 0.1 0.5 0.2
H 0.26233 0.41573 1.93425 0.0 0.2 0.0
H -0.41538 -1.10174 -0.56322 -0.1 0.1 0.2
H -1.76068 -0.43758 0.30675 -0.1 0.5 0.3
H -1.91997 2.09793 0.45562 -0.2 -0.3 -0.1
H -0.91987 3.07749 -0.72072 -0.1 -0.1 -0.2
H -0.55650 -0.44380 -3.02088 -0.2 0.0 0.3
H 0.88879 0.34567 -3.76525 -0.2 0.5 -0.1
H 1.06767 1.90736 -1.85066 0.2 -0.2 -0.1
H -1.45923 -1.04953 2.54546 0.0 -0.2 0.1
H -0.07305 -1.73350 3.02975 0.3 -0.2 0.3


3.
17
Properties=species:S:1:pos:R:3:forces:R:3 method="wB97M-V/def2-TZVPD" homo_lumo_gap_ev=9.5 relative_energy_kj_mol=164.4 total_charge=0 smiles="C=C(C)O.CC=O"
C -1.08674 1.01978 -1.73829 0.1 0.0 0.1
C 0.19610 0.59933 -2.39111 0.3 0.0 0.1
O 1.30477 0.67257 -1.90142 -0.5 -0.1 -0.2
C 0.51705 -0.45343 1.21154 -0.1 -0.2 0.1
C -0.07111 -0.29332 2.57940 0.0 0.0 0.1
C 0.48060 -1.58864 0.50373 0.0 0.1 0.0
O 1.09646 0.70876 0.82193 0.1 -0.1 -0.1
H -1.78585 0.17557 -1.74588 0.1 0.1 0.0
H -1.54240 1.81550 -2.34153 0.1 -0.1 0.1
H -0.92619 1.36773 -0.71562 0.0 -0.1 -0.2
H -0.78614 0.53667 2.58979 0.1 -0.1 0.0
H 0.73049 -0.03891 3.28087 -0.1 0.0 0.0
H -0.56619 -1.20636 2.91535 0.1 0.1 -0.1
H 0.97719 -1.70082 -0.45627 -0.1 0.1 0.1
H 0.10011 0.19063 -3.41442 0.0 0.1 0.0
H -0.01852 -2.46052 0.91310 0.1 0.2 0.0
H 1.38037 0.65546 -0.11117 0.0 0.1 0.1


4.
108
Properties=species:S:1:pos:R:3:forces:R:3 method="wB97M-V/def2-TZVPD" homo_lumo_gap_ev=8.4 relative_energy_kj_mol=15.5 total_charge=0 smiles=CC1(C)CCCC(C)(C)N1O.CC1(C)CCCC(C)(C)N1O.CC1(C)CCCC(C)(C)N1O.CCO.CCO
C -1.42017 -1.48830 -0.11842 -1.0 -0.3 -0.6
C -2.27148 -2.62943 0.39873 -0.5 0.0 0.7
O -2.07535 -2.86998 1.79221 0.2 -0.1 -0.1
H -1.62795 -1.42830 -1.19397 0.6 -0.1 0.0
H -0.37778 -1.68454 0.11644 0.1 0.3 -0.2
H -1.77597 -0.52670 0.25207 0.3 -0.1 0.5
H -2.06574 -3.57596 -0.10175 0.3 0.1 0.0
H -3.34324 -2.44816 0.23403 0.1 0.2 -0.2
H -2.23881 -2.04729 2.26874 -0.1 0.1 0.0
C -1.85754 -0.13711 5.15997 -0.1 0.0 -0.5
C -2.59696 0.82892 4.25256 0.7 0.0 0.0
O -2.81742 0.17158 2.99640 -0.3 0.0 0.1
H -1.47061 0.35253 6.05153 -0.2 0.0 0.1
H -0.99954 -0.49428 4.58768 0.0 -0.1 0.1
H -2.48842 -0.98825 5.41215 0.1 0.0 0.1
H -1.93580 1.68519 4.06827 -0.2 0.1 0.1
H -3.53283 1.18982 4.68049 0.0 -0.1 0.0
H -3.65349 0.49606 2.65129 0.0 -0.1 -0.2
C 5.83344 -1.78295 2.37867 0.7 -0.2 0.2
C 4.44536 -2.27862 2.74267 0.1 -0.4 -0.2
C 4.64533 -3.37300 3.81166 -1.2 0.5 -0.2
C 3.33635 -3.72108 4.49939 0.1 0.2 1.2
C 2.68545 -2.46667 5.07358 -0.9 -0.3 -0.6
C 2.48873 -1.32686 4.07024 -0.5 0.2 0.1
N 3.72939 -1.12707 3.32412 0.7 -0.3 0.2
O 3.62518 -0.11059 2.34232 -0.5 -0.2 0.2
C 1.25061 -1.56666 3.17728 0.6 -0.6 -1.1
C 2.22006 -0.06130 4.85695 -0.1 1.1 0.1
C 3.82528 -2.90055 1.47878 -0.3 -0.1 -0.1
H 6.47581 -2.63615 2.13638 -0.2 0.0 -0.3
H 6.30124 -1.33755 3.25912 -0.1 0.3 -0.1
H 5.83960 -1.07485 1.55495 0.0 0.0 0.0
H 5.01107 -4.26933 3.31366 0.6 0.1 0.1
H 5.30832 -2.93935 4.56069 0.3 -0.4 0.0
H 3.53519 -4.33582 5.38589 0.1 -0.3 -0.3
H 2.63455 -4.29143 3.89081 0.1 0.1 -0.3
H 3.18216 -2.09354 5.96767 0.4 -0.1 -0.1
H 1.66979 -2.74373 5.37745 0.1 0.1 0.3
H 0.46896 -2.15302 3.65506 -0.1 0.3 0.2
H 0.86227 -0.64339 2.74687 -0.2 0.1 0.3
H 1.52047 -2.16784 2.29895 0.0 0.0 0.1
H 1.18397 0.01231 5.19599 0.0 -0.3 0.1
H 2.86726 0.07968 5.72408 0.1 -0.2 -0.1
H 2.37162 0.80343 4.20543 0.0 -0.1 0.0
H 3.48225 -2.14155 0.77155 0.1 0.0 0.0
H 2.98173 -3.57093 1.65768 0.0 0.1 0.2
H 4.58945 -3.49488 0.97544 0.0 0.1 0.0
H 2.89635 -0.39596 1.76762 0.0 0.2 -0.2
C 1.75822 4.84977 2.34105 0.1 0.9 0.0
C 1.45762 3.69309 1.41319 0.4 -0.7 -0.3
C 0.65136 2.64584 2.16190 0.1 -0.6 0.5
C 0.08944 1.55187 1.26619 -0.7 0.5 0.3
C -0.82830 2.18669 0.22794 0.4 -0.5 -0.5
C -0.12225 3.26967 -0.58791 0.4 0.0 -0.7
N 0.64676 4.12713 0.29190 -1.3 0.8 1.0
O 1.13020 5.29253 -0.33204 0.5 -0.3 -0.4
C 0.75020 2.60211 -1.67634 0.3 0.1 0.2
C -1.17729 4.10936 -1.29908 -0.6 0.1 0.5
C 2.80329 3.09289 0.95055 0.3 0.8 -0.5
H 0.88826 5.47395 2.57052 -0.2 -0.3 -0.1
H 2.48204 5.53164 1.88778 0.1 -0.1 0.1
H 2.15961 4.48803 3.28748 0.1 -0.1 0.0
H 1.29318 2.19982 2.92934 0.1 0.1 -0.1
H -0.18388 3.09547 2.71157 0.0 0.2 -0.2
H -0.51560 0.89189 1.89296 0.2 -0.3 -0.2
H 0.86132 0.97274 0.75811 0.1 -0.1 0.1
H -1.75695 2.55894 0.66440 0.1 0.1 0.2
H -1.07775 1.40980 -0.50287 -0.4 0.1 0.1
H 1.34165 1.78895 -1.25250 -0.1 -0.1 -0.1
H 0.13144 2.21854 -2.48948 0.0 -0.1 0.0
H 1.45803 3.32288 -2.08988 -0.1 0.1 0.0
H -1.86994 3.43668 -1.81075 0.1 0.1 -0.3
H -1.78082 4.64864 -0.55873 0.1 0.0 0.0
H -0.75521 4.84469 -1.97821 0.1 -0.1 -0.2
H 3.19377 3.75619 0.16875 0.0 0.0 0.0
H 2.71105 2.11314 0.48824 0.0 -0.2 0.2
H 3.56455 3.10116 1.73101 -0.2 -0.3 0.2
H 0.56128 5.99538 -0.00299 0.0 0.0 0.0
C -3.07069 -2.91843 -6.04142 0.5 0.0 0.0
C -3.67166 -1.51094 -5.91266 0.0 -0.5 0.2
C -4.35341 -1.36962 -4.55586 -0.2 -0.8 0.8
C -3.38307 -1.07306 -3.41852 -0.7 0.9 -0.2
C -2.64606 0.23002 -3.72852 0.8 -1.2 0.2
C -1.79817 0.06352 -4.99466 -0.1 0.2 -0.1
N -2.66971 -0.47221 -6.04288 -0.5 1.2 -0.4
O -2.01492 -0.58097 -7.29596 0.3 -0.2 0.2
C -1.33827 1.45568 -5.43372 0.3 0.3 0.4
C -0.56239 -0.80107 -4.74118 0.2 0.0 -0.5
C -4.73106 -1.31092 -6.98226 -0.6 -0.2 0.0
H -2.52904 -2.97503 -6.98654 0.0 -0.2 0.0
H -3.81175 -3.71670 -5.99525 -0.2 0.1 -0.1
H -2.35700 -3.11252 -5.23761 0.0 0.0 0.0
H -5.18335 -0.65782 -4.54714 0.3 0.4 -0.2
H -4.84378 -2.32159 -4.31414 0.0 0.0 -0.3
H -2.69588 -1.90303 -3.26358 0.1 0.0 0.1
H -3.97803 -0.91490 -2.51351 0.2 -0.3 0.1
H -1.93410 0.40892 -2.91429 -0.2 0.4 0.0
H -3.34441 1.05850 -3.83152 0.0 0.0 0.0
H -2.16642 2.16589 -5.44712 -0.1 -0.1 -0.3
H -0.62882 1.87374 -4.71007 0.0 -0.2 0.0
H -0.81053 1.42479 -6.38623 -0.1 0.1 -0.1
H 0.10823 -0.32613 -4.02317 -0.1 -0.2 0.2
H -0.82624 -1.81406 -4.44756 0.1 0.0 0.3
H -0.00376 -0.88669 -5.67717 0.0 0.0 0.0
H -4.39201 -1.49276 -8.00053 0.2 0.1 0.0
H -5.15916 -0.31097 -6.88741 0.1 0.0 -0.2
H -5.54792 -2.01684 -6.79637 0.0 0.0 0.0
H -2.23998 0.23912 -7.74466 -0.1 0.0 -0.1